No. 1
164
Properties=species:S:1:pos:R:3 method="wB97M-V/def2-TZVPD" homo_energy_ev=-7.67 lumo_ev=0.493
N -1.48 -2.34 3.10
C -2.20 -1.24 3.37
C -3.48 -1.61 3.59
C -3.56 -2.99 3.42
C -2.29 -3.46 3.09
H -0.60 -2.36 2.64
H -1.69 -0.33 3.56
H -4.26 -0.92 3.90
H -4.35 -3.66 3.53
H -1.82 -4.41 2.96
N 0.64 -4.07 1.22
C -0.22 -4.25 0.06
C -0.60 -5.54 0.01
C 0.13 -6.22 1.07
C 0.84 -5.25 1.75
H 1.02 -3.15 1.46
H -0.53 -3.36 -0.47
H -1.31 -5.93 -0.72
H 0.29 -7.21 1.34
H 1.54 -5.37 2.55
N -0.52 5.72 4.59
C -1.33 4.66 4.46
C -0.54 3.56 4.66
C 0.81 3.93 4.83
C 0.83 5.33 4.73
H -0.77 6.70 4.45
H -2.39 4.79 4.26
H -0.90 2.57 4.64
H 1.69 3.27 4.99
H 1.61 6.01 4.63
N -3.26 -2.07 0.25
C -2.54 -0.91 -0.01
C -1.97 -0.98 -1.29
C -2.46 -2.26 -1.84
C -3.20 -2.89 -0.85
H -3.64 -2.32 1.14
H -2.29 -0.17 0.77
H -1.37 -0.20 -1.79
H -2.31 -2.84 -2.81
H -3.62 -3.90 -0.87
N -3.02 -0.07 -6.64
C -3.66 -1.24 -6.57
C -4.13 -1.51 -5.28
C -3.71 -0.30 -4.51
C -3.04 0.53 -5.40
H -2.57 0.39 -7.43
H -3.98 -1.80 -7.44
H -4.66 -2.33 -4.89
H -3.87 -0.16 -3.45
H -2.63 1.47 -5.24
N -0.42 -1.12 -4.52
C 0.48 -1.96 -3.88
C 1.71 -1.69 -4.39
C 1.63 -0.54 -5.18
C 0.29 -0.21 -5.26
H -1.41 -0.98 -4.33
H 0.23 -2.78 -3.18
H 2.60 -2.29 -4.13
H 2.40 -0.09 -5.80
H -0.28 0.63 -5.53
N -0.90 -4.90 -5.31
C -0.74 -6.22 -5.07
C -1.91 -6.78 -4.75
C -2.85 -5.71 -4.77
C -2.21 -4.56 -5.14
H -0.16 -4.23 -5.61
H 0.21 -6.62 -5.23
H -2.13 -7.83 -4.48
H -3.91 -5.69 -4.46
H -2.51 -3.48 -5.25
N -2.16 -2.05 6.79
C -1.98 -0.71 6.98
C -1.16 -0.53 8.03
C -0.86 -1.82 8.51
C -1.42 -2.79 7.69
H -2.65 -2.37 6.00
H -2.58 0.00 6.44
H -0.75 0.28 8.57
H -0.19 -2.03 9.30
H -1.37 -3.86 7.77
N 1.91 -5.87 -2.15
C 2.02 -5.14 -3.29
C 3.36 -5.04 -3.66
C 4.08 -5.70 -2.60
C 3.15 -6.13 -1.69
H 1.02 -5.80 -1.67
H 1.18 -4.73 -3.86
H 3.70 -4.42 -4.54
H 5.15 -5.72 -2.44
H 3.43 -6.59 -0.77
N -2.58 3.95 -3.49
C -1.45 3.25 -3.86
C -0.82 3.94 -4.83
C -1.48 5.20 -5.00
C -2.57 5.19 -4.13
H -3.25 3.73 -2.74
H -1.24 2.30 -3.42
H 0.13 3.78 -5.30
H -1.33 6.09 -5.59
H -3.33 5.90 -4.02
N -3.77 1.94 0.11
C -4.71 2.36 -0.71
C -4.63 3.77 -0.82
C -3.53 4.10 0.01
C -2.93 2.98 0.52
H -3.61 0.96 0.29
H -5.47 1.62 -1.09
H -5.38 4.41 -1.27
H -3.32 5.14 0.18
H -2.03 2.84 1.08
N 3.93 -0.88 -1.57
C 3.94 -2.23 -1.41
C 4.01 -2.55 -0.07
C 4.14 -1.28 0.63
C 4.11 -0.31 -0.34
H 3.86 -0.38 -2.44
H 3.87 -2.92 -2.25
H 3.95 -3.52 0.36
H 4.39 -1.07 1.69
H 4.02 0.76 -0.23
N 2.23 0.19 4.10
C 3.37 0.93 3.98
C 3.79 1.39 5.21
C 2.82 1.04 6.10
C 1.88 0.23 5.42
H 1.88 -0.41 3.40
H 3.82 0.97 2.93
H 4.65 1.97 5.31
H 2.75 1.25 7.17
H 0.93 -0.22 5.76
N -0.32 5.66 -1.37
C 0.70 4.76 -1.21
C 1.06 4.80 0.07
C 0.26 5.71 0.80
C -0.63 6.26 -0.17
H -0.73 5.92 -2.24
H 1.13 4.23 -2.07
H 1.97 4.40 0.41
H 0.44 5.94 1.86
H -1.45 6.91 -0.01
C 3.91 3.60 1.96
O 4.06 2.70 1.11
N 4.60 4.70 1.92
C 4.45 5.74 2.97
C 5.65 4.95 0.82
H 3.18 3.46 2.82
H 3.59 5.31 3.58
H 4.27 6.68 2.44
H 5.34 5.71 3.61
H 5.48 4.31 -0.01
H 5.61 6.03 0.67
H 6.59 4.62 1.27
C 1.00 -0.68 0.61
O 0.87 -1.12 1.78
N 1.07 0.62 0.40
C 1.23 1.15 -0.90
C 0.99 1.62 1.44
H 1.15 -1.35 -0.29
H 1.58 0.37 -1.59
H 2.00 1.93 -0.88
H 0.31 1.71 -1.18
H 0.37 1.28 2.29
H 2.02 1.84 1.71
H 0.56 2.59 1.03

***

No. 2
175
Properties=species:S:1:pos:R:3 method="wB97M-V/def2-TZVPD" homo_energy_ev=-4.12 charge=-1 lumo_ev=1.803
C 6.32 4.21 -0.45
C 7.70 3.51 -0.78
C 7.72 2.07 -0.12
C 7.47 0.99 -1.25
C 6.38 -0.06 -0.77
C 6.78 -1.49 -1.32
C 6.10 -2.60 -0.42
C 4.53 -2.59 -0.58
C 3.92 -3.25 0.71
C 2.88 -4.40 0.38
C 1.91 -4.64 1.58
C 0.78 -3.55 1.69
C -0.04 -3.29 0.38
C -0.42 -1.74 0.35
C -1.95 -1.50 0.10
C -2.26 -0.81 -1.28
C -3.54 -1.52 -1.90
C -3.21 -2.83 -2.70
O -3.87 -2.87 -3.98
O -1.25 -0.76 -2.26
B -1.38 0.48 -3.09
C -1.47 0.01 -4.67
C -2.65 0.67 -5.50
O -2.50 1.28 -2.52
C -2.71 0.71 -1.22
C -1.95 1.65 -0.20
C -2.96 2.77 0.24
C -2.23 3.99 0.90
C -1.88 3.78 2.43
O -1.54 2.44 2.74
C -2.63 1.72 3.32
H 6.40 4.68 0.56
H 6.19 5.01 -1.22
H 5.46 3.51 -0.52
H 7.75 3.45 -1.90
H 8.57 4.12 -0.46
H 6.93 1.97 0.66
H 8.71 1.90 0.37
H 8.45 0.50 -1.47
H 7.09 1.43 -2.20
H 5.40 0.28 -1.20
H 6.30 -0.06 0.34
H 7.90 -1.57 -1.28
H 6.50 -1.60 -2.40
H 6.34 -2.32 0.63
H 6.50 -3.62 -0.65
H 4.19 -1.54 -0.68
H 4.27 -3.19 -1.48
H 4.77 -3.74 1.26
H 3.45 -2.53 1.42
H 2.39 -4.25 -0.61
H 3.49 -5.33 0.28
H 1.49 -5.68 1.62
H 2.52 -4.56 2.51
H 1.21 -2.63 2.15
H 0.05 -3.94 2.46
H -0.96 -3.92 0.37
H 0.52 -3.48 -0.56
H 0.23 -1.28 -0.42
H -0.14 -1.24 1.32
H -2.54 -2.45 0.13
H -2.39 -0.84 0.89
H -3.99 -0.79 -2.61
H -4.25 -1.75 -1.06
H -3.63 -3.70 -2.13
H -2.12 -3.03 -2.82
H -3.89 -1.98 -4.35
H -0.42 1.20 -2.89
H -0.52 0.28 -5.19
H -1.57 -1.11 -4.75
H -3.38 -0.12 -5.83
H -3.20 1.48 -4.97
H -2.23 1.09 -6.45
H -3.82 0.77 -1.10
H -1.56 1.07 0.67
H -1.07 2.14 -0.67
H -3.72 2.39 0.96
H -3.47 3.14 -0.68
H -2.82 4.94 0.80
H -1.27 4.16 0.34
H -0.99 4.44 2.63
H -2.71 4.20 3.04
H -3.58 2.29 3.40
H -2.29 1.32 4.31
H -2.84 0.84 2.65
N -6.90 -0.37 3.00
C -6.17 0.29 2.05
C -6.63 1.58 1.98
C -7.68 1.70 2.92
C -7.82 0.49 3.54
H -6.78 -1.33 3.26
H -5.38 -0.21 1.51
H -6.26 2.35 1.32
H -8.27 2.58 3.13
H -8.50 0.15 4.31
N 3.97 -4.08 -4.51
C 3.32 -2.92 -4.87
C 4.21 -2.14 -5.56
C 5.43 -2.85 -5.64
C 5.25 -4.04 -4.99
H 3.56 -4.83 -3.99
H 2.29 -2.75 -4.59
H 4.00 -1.16 -5.97
H 6.34 -2.53 -6.12
H 5.92 -4.87 -4.82
N -4.16 8.20 5.28
C -4.88 7.04 5.46
C -4.01 5.99 5.38
C -2.71 6.53 5.16
C -2.84 7.89 5.10
H -4.55 9.12 5.29
H -5.94 7.08 5.63
H -4.27 4.95 5.48
H -1.80 5.97 5.04
H -2.11 8.66 4.95
N 8.66 -5.43 -3.42
C 8.98 -6.30 -4.43
C 10.33 -6.53 -4.37
C 10.84 -5.79 -3.28
C 9.79 -5.12 -2.71
H 7.74 -5.08 -3.22
H 8.22 -6.67 -5.10
H 10.89 -7.17 -5.03
H 11.87 -5.74 -2.95
H 9.74 -4.45 -1.87
N 2.06 4.72 -0.21
C 1.56 3.47 0.03
C 0.87 3.50 1.21
C 0.95 4.83 1.71
C 1.69 5.56 0.81
H 2.61 4.98 -1.00
H 1.74 2.66 -0.66
H 0.36 2.67 1.67
H 0.52 5.21 2.62
H 1.98 6.60 0.81
N -6.63 -4.53 3.74
C -7.40 -4.45 4.87
C -6.68 -4.96 5.92
C -5.41 -5.35 5.40
C -5.41 -5.07 4.06
H -6.91 -4.24 2.82
H -8.40 -4.05 4.82
H -7.01 -5.03 6.94
H -4.60 -5.78 5.96
H -4.66 -5.21 3.31
N -2.33 -1.40 -9.89
C -2.05 -0.29 -10.65
C -0.99 0.37 -10.06
C -0.62 -0.38 -8.91
C -1.46 -1.46 -8.84
H -3.05 -2.06 -10.08
H -2.62 -0.07 -11.53
H -0.54 1.28 -10.42
H 0.17 -0.14 -8.22
H -1.51 -2.27 -8.12
N -9.10 3.89 7.12
C -10.40 4.16 7.43
C -11.20 3.41 6.60
C -10.34 2.66 5.76
C -9.05 2.97 6.11
H -8.30 4.30 7.57
H -10.65 4.86 8.22
H -12.28 3.41 6.60
H -10.64 1.96 4.99
H -8.11 2.62 5.72
N 3.47 1.56 3.02
C 2.92 0.33 3.24
C 3.92 -0.61 3.18
C 5.13 0.08 2.92
C 4.82 1.42 2.82
H 2.97 2.43 3.00
H 1.86 0.23 3.42
H 3.79 -1.67 3.32
H 6.11 -0.35 2.80
H 5.44 2.28 2.63